{
  "formula": "C44H45N6O2",
  "method": "the ωB97M-V functional and the def2-TZVPD basis",
  "symbols": ["C", "O", "C", "C", "C", "C", "C", "C", "N", "C", "C", "C", "C", "C", "C", "N", "C", "C", "C", "C", "C", "O", "C", "C", "C", "H", "H", "H", "H", "H", "H", "H", "H", "H", "H", "H", "H", "H", "H", "H", "H", "H", "H", "H", "H", "H", "C", "C", "C", "C", "C", "N", "C", "C", "N", "C", "C", "N", "C", "C", "C", "C", "C", "C", "C", "C", "C", "N", "C", "C", "C", "C", "C", "H", "H", "H", "H", "H", "H", "H", "H", "H", "H", "H", "H", "H", "H", "H", "H", "H", "H", "H", "H", "H", "H", "H", "H"],
  "xyz": [[3.69, -4.34, 4.83], [2.86, -3.14, 4.77], [3.07, -2.31, 3.72], [2.28, -1.13, 3.67], [2.47, -0.26, 2.62], [3.45, -0.54, 1.62], [4.22, -1.69, 1.65], [4.04, -2.58, 2.71], [3.41, 0.49, 0.68], [4.20, 0.58, -0.53], [2.47, 1.41, 1.04], [1.82, 0.99, 2.23], [0.72, 1.59, 2.85], [0.25, 2.86, 2.46], [0.99, 3.98, 2.02], [0.13, 4.96, 1.61], [0.55, 6.26, 1.11], [-1.19, 4.54, 1.77], [-1.16, 3.23, 2.31], [-2.33, 2.52, 2.46], [-3.55, 3.14, 2.09], [-4.75, 2.51, 2.22], [-4.74, 1.16, 2.75], [-3.56, 4.46, 1.57], [-2.38, 5.17, 1.39], [3.36, -4.85, 5.74], [3.53, -4.98, 3.95], [4.75, -4.07, 4.91], [1.55, -0.90, 4.43], [4.95, -1.90, 0.87], [4.64, -3.49, 2.76], [4.87, -0.28, -0.58], [3.55, 0.60, -1.42], [4.79, 1.51, -0.53], [2.26, 2.28, 0.42], [0.19, 1.03, 3.61], [2.06, 4.09, 1.96], [-0.33, 6.83, 0.84], [1.12, 6.80, 1.88], [1.20, 6.14, 0.23], [-2.28, 1.49, 2.84], [-5.80, 0.89, 2.78], [-4.19, 0.48, 2.08], [-4.30, 1.13, 3.75], [-4.53, 4.89, 1.30], [-2.37, 6.17, 0.97], [6.96, 4.95, 3.78], [6.05, 5.98, 3.53], [5.00, 6.21, 4.42], [4.85, 5.41, 5.55], [3.72, 5.70, 6.52], [3.59, 4.71, 7.60], [3.80, 5.21, 8.94], [4.10, 4.08, 9.90], [3.16, 3.00, 9.74], [2.75, 2.25, 10.91], [2.49, 0.80, 10.58], [1.67, 0.68, 9.39], [0.99, -0.62, 9.21], [-0.52, -0.53, 9.24], [-1.27, -1.67, 8.96], [-2.67, -1.62, 9.01], [-3.31, -0.43, 9.35], [-2.56, 0.71, 9.64], [-1.16, 0.66, 9.59], [1.86, 1.53, 8.34], [1.32, 1.29, 7.05], [1.61, 2.08, 6.02], [2.37, 3.16, 6.15], [2.89, 3.55, 7.41], [2.65, 2.70, 8.52], [5.76, 4.38, 5.80], [6.82, 4.15, 4.91], [7.79, 4.77, 3.09], [6.16, 6.62, 2.65], [4.28, 7.02, 4.26], [3.89, 6.67, 7.00], [2.77, 5.79, 5.97], [4.64, 5.91, 8.90], [2.91, 5.76, 9.29], [5.13, 3.73, 9.73], [4.03, 4.44, 10.93], [3.55, 2.33, 11.66], [1.83, 2.69, 11.34], [3.45, 0.28, 10.44], [1.94, 0.32, 11.40], [1.32, -1.08, 8.26], [1.34, -1.27, 10.02], [-0.74, -2.59, 8.70], [-3.25, -2.52, 8.78], [-4.40, -0.39, 9.39], [-3.05, 1.65, 9.92], [-0.57, 1.55, 9.82], [0.67, 0.44, 6.85], [2.55, 3.75, 5.25], [5.64, 3.76, 6.69], [7.52, 3.34, 5.12]],
  "homo_ev": -8.73,
  "lumo_ha": -0.141,
  "charge": 1,
  "e_tot_ev": -59387.596,
  "homo_lumo_gap_ev": 4.89
}